Entry from the OMol25 dataset: C44H50Li2O20S as an isolated structure at a distorted geometry (ωB97M-V with the def2-TZVPD basis set).

The geometry in XYZ format:
```
117
Properties=species:S:1:pos:R:3:forces:R:3
Li 2.86564 -0.16589 -0.87159 -0.61 -0.20 0.18
Li -1.69582 -3.22934 -0.42758 -0.31 -0.25 0.71
S -0.20895 -0.48888 0.31837 0.23 -0.28 -0.67
O 1.02734 -0.26657 -0.45025 0.56 0.02 -0.48
O -0.94965 -1.62440 -0.27407 -0.17 0.50 -0.68
O 0.13021 -0.89693 1.67776 -0.32 0.10 0.31
O -0.97781 0.77426 0.26492 0.50 -1.47 0.26
C -4.10766 -2.82852 0.71400 0.86 -0.05 1.74
O -3.39419 -4.08674 0.48647 0.61 -1.55 2.90
H -4.42650 -2.45040 -0.24398 -0.39 -0.13 -0.22
H -3.34641 -2.15960 1.11425 -0.16 0.51 0.00
H -4.91386 -2.82853 1.50599 0.63 -0.56 -1.20
H -3.09658 -4.54688 1.42877 -1.26 2.12 -3.48
C 3.27747 -3.05024 1.47891 2.31 -4.11 -1.66
O 3.13197 -1.80347 0.85808 3.90 -1.67 -1.63
H 4.13973 -3.69964 0.91584 -1.23 2.20 1.48
H 2.52887 -3.77998 1.18128 -1.12 0.45 0.10
H 3.41053 -3.21678 2.57183 0.06 1.28 -0.66
H 2.42732 -1.39694 1.21980 -4.01 2.21 2.18
C 1.55608 3.37627 0.31198 6.31 0.74 -2.19
C 2.69619 4.19130 -0.07743 -6.55 1.16 2.80
C 2.59445 5.57458 0.01732 -0.70 -4.42 -0.36
C 1.39159 6.16811 0.21930 -0.38 -3.97 0.71
C 0.34329 5.32131 0.47499 -2.03 0.48 1.23
C 0.44111 3.96565 0.64569 -4.31 -1.59 0.35
O -0.73829 3.14464 0.92720 0.17 13.79 3.68
O 3.72726 6.17066 -0.17667 2.75 2.40 -0.60
H 1.82934 2.37305 0.19044 -0.74 -1.66 0.24
H 3.47630 3.78830 -0.50830 4.19 -2.10 -1.65
H 1.32519 7.12992 0.02030 -0.80 4.59 -0.45
H -0.66566 5.62791 0.67099 -0.34 0.87 -0.19
H -0.63689 2.36561 0.67425 2.11 -10.50 -3.45
H 3.66171 6.93920 0.37114 0.69 1.25 0.14
C -2.25370 1.43419 3.06525 -5.71 -6.41 5.71
C -2.17075 1.09766 4.48846 3.76 2.96 -1.78
C -3.20686 0.60669 5.20654 -0.87 -0.36 -2.38
C -4.21524 -0.01769 4.49507 0.69 0.14 -0.12
C -4.19531 -0.02417 3.15251 -1.33 0.24 -3.19
C -3.26522 0.76377 2.39365 -0.60 0.57 0.04
O -3.38737 0.95737 1.03708 1.60 -0.55 -0.03
O -3.26603 0.60200 6.50507 2.04 -0.31 3.90
H -1.60289 1.91150 2.57074 5.04 3.70 -3.15
H -1.13063 1.38809 4.90035 -2.13 -0.24 0.13
H -4.91175 -0.61396 5.00245 -1.10 -0.53 0.77
H -5.07272 -0.53526 2.65353 1.33 0.62 0.21
H -2.38844 1.02590 0.69866 -2.83 -0.33 0.80
H -4.07527 0.82294 6.94161 -0.85 0.12 -0.35
C -1.91981 -5.25195 5.05460 0.93 2.90 0.26
C -1.50973 -4.93845 3.72824 -1.10 0.56 2.24
C -1.25762 -3.67726 3.30558 -0.22 3.24 3.89
C -1.34104 -2.63002 4.27057 -1.70 0.23 1.85
C -1.73347 -2.85173 5.65779 0.34 -0.96 -3.92
C -2.02475 -4.17434 6.00531 1.36 -0.72 0.83
O -2.15556 -4.49457 7.37403 -0.37 0.31 -0.18
O -1.00062 -3.31498 2.06363 1.10 0.39 -2.66
H -1.86519 -6.24950 5.40529 -0.53 -0.82 0.23
H -1.53709 -5.57603 2.94022 0.22 -2.88 -1.79
H -1.40787 -1.57841 3.92700 0.61 -0.64 0.13
H -1.89461 -2.00998 6.30306 0.10 0.18 0.32
H -2.08782 -3.72711 8.00707 -0.06 -0.91 -1.63
H -0.48528 -2.44717 2.01332 -0.79 -0.86 0.19
C -0.29132 -1.75742 -4.07787 0.46 3.99 3.60
C -0.73200 -1.74075 -5.34850 -1.17 0.25 -0.40
C -0.54985 -2.87520 -6.10676 1.15 -0.40 -2.10
C 0.30318 -3.95945 -5.70381 -1.60 2.71 0.28
C 0.75854 -3.79346 -4.41673 3.28 -3.77 1.41
C 0.47382 -2.73549 -3.56979 0.44 -1.54 -1.40
O 1.11110 -2.62733 -2.39815 2.75 -2.84 -1.31
O -0.92990 -2.83168 -7.44560 1.83 -4.36 -0.38
H -0.32212 -0.78760 -3.36659 -0.48 -2.03 -1.86
H -1.18885 -0.78604 -5.58680 -0.34 -0.49 -0.98
H 0.63570 -4.68371 -6.46116 -0.15 0.07 0.80
H 1.55731 -4.58694 -4.00915 -1.88 1.80 -0.84
H 0.63172 -2.10032 -1.85481 -2.24 2.83 2.97
H -0.49442 -3.79409 -7.75062 -2.10 3.99 0.39
C 2.88005 2.80871 3.40402 3.31 -2.80 1.50
C 2.11118 1.71153 3.29221 -1.57 -2.39 1.12
C 2.50589 0.38981 3.72887 1.09 2.19 -0.07
C 3.76443 0.28293 4.36339 -1.18 6.04 -3.65
C 4.63656 1.44139 4.33384 -0.80 -1.45 0.77
C 4.14394 2.69179 3.95093 1.58 -1.30 0.57
O 4.98968 3.70878 4.31129 1.73 -4.23 0.94
O 1.69326 -0.66184 3.59356 1.29 -1.07 2.03
H 2.58869 3.73069 3.25496 -2.16 4.50 -1.04
H 1.04901 1.93167 3.31740 -0.29 -0.45 -1.06
H 4.08352 -0.49471 4.85439 1.53 -4.56 2.19
H 5.67876 1.33425 4.75178 -1.39 0.34 -0.39
H 4.74946 4.53650 4.10739 -1.82 4.53 -1.46
H 1.04345 -0.62374 2.90666 -0.87 0.77 -0.87
C -3.75924 -0.35615 -3.31098 2.71 6.33 -2.36
C -2.85562 0.32443 -2.41268 -1.94 3.17 -8.29
C -2.18665 1.50666 -2.79503 -1.29 -0.70 -0.20
C -2.48541 2.02248 -4.12185 1.84 -0.07 2.98
C -3.30946 1.41727 -4.99414 -0.69 -1.39 -2.26
C -3.99306 0.21596 -4.61924 2.09 0.23 2.84
O -4.67066 -0.50210 -5.50531 0.65 0.05 -4.10
O -1.32311 2.12272 -1.92600 -0.23 -0.01 -0.12
H -4.14223 -1.21334 -2.98882 -1.87 -3.52 0.86
H -2.77898 -0.13842 -1.59723 1.21 -3.06 6.92
H -1.96196 2.85761 -4.51195 0.62 0.85 0.19
H -3.18664 1.81874 -6.11128 -1.03 -1.11 2.42
H -4.18917 -0.25716 -6.39778 -1.94 -0.99 2.25
H -1.34853 1.71889 -0.99869 -0.06 0.35 -2.02
C 4.59380 2.14520 -5.09080 1.49 2.36 1.17
C 3.92201 2.08572 -3.88385 -0.08 -1.08 4.04
C 2.55623 1.61732 -3.81569 0.05 0.14 -1.07
C 1.88416 1.35295 -5.05582 2.53 0.98 2.16
C 2.57140 1.62875 -6.23221 -0.98 -0.61 2.82
C 3.85949 2.00453 -6.21332 1.51 -0.19 -2.32
O 4.52984 2.04280 -7.44063 -0.12 -0.06 0.69
O 1.89240 1.43495 -2.57304 7.32 4.35 -0.61
H 5.63428 2.61634 -5.23899 -1.53 -1.14 0.76
H 4.54388 2.21747 -2.83426 -1.79 -0.15 -2.82
H 0.99916 0.79538 -4.97549 -1.41 -0.29 -0.41
H 2.23073 1.26063 -7.10366 -1.52 -0.77 -3.03
H 5.41586 1.75575 -7.18732 0.11 0.19 -0.62
H 1.21607 0.88772 -2.53496 -5.41 -3.97 -0.43
```
Forces are in eV/Å.

multiplicity = 1
Kohn-Sham gap = 7.05 eV
relative energy (zero: lowest compared OMol25 entry of this formula, charge and spin) = 0.355 eV

Atom charges from the Löwdin analysis, given in e for atoms 1 to 6: 0.76, 0.73, 0.41, -0.40, -0.40, -0.31

---

Entry from the OMol25 dataset: one molecule with the formula C6H10 at a distorted geometry (ωB97M-V with the def2-TZVPD basis set).

The geometry in XYZ format:
```
16
Properties=species:S:1:pos:R:3:forces:R:3
C 0.73427 -1.72267 0.62127 2.11 0.26 -0.14
C 1.16141 -0.24074 0.65540 0.06 -0.30 0.18
C 0.37303 0.69669 -0.10547 1.76 1.77 -0.18
C -0.77335 1.41045 0.49739 -0.35 -0.78 0.07
C -1.34103 0.22209 -0.34775 -1.30 -0.40 -0.22
C -0.21051 0.33691 -1.41408 -0.38 -0.46 0.36
H 1.28355 -2.26387 1.40257 -0.48 -0.10 0.00
H 1.00061 -2.19233 -0.33790 -0.67 -0.02 0.14
H 2.13404 -0.12798 0.12586 0.05 -0.61 0.34
H 1.30251 0.11679 1.67898 -0.06 -0.11 -0.08
H -1.02339 2.41334 0.14054 0.03 -0.23 -0.11
H -0.88092 1.30767 1.57939 0.01 0.14 -0.15
H -2.37975 0.28896 -0.67838 -0.15 -0.09 -0.04
H -1.15984 -0.75849 0.18625 -0.56 0.79 -0.33
H -0.32850 1.12713 -2.16050 -0.06 -0.07 0.23
H 0.10787 -0.61395 -1.84356 -0.01 0.19 -0.07
```
Forces are in eV/Å.

multiplicity = 1
Kohn-Sham gap (spin up / spin down) = 9.26 / 5.99 eV
relative energy (zero: lowest compared OMol25 entry of this formula, charge and spin) = 5.422 eV

Atom charges from the Löwdin analysis, given in e for atoms 1 to 6: 0.00, -0.26, -0.34, -0.08, -0.18, -0.09

---

Entry from the OMol25 dataset: C22H35B2CaCl3F3MgN5O13P as an isolated structure at a distorted geometry (ωB97M-V with the def2-TZVPD basis set).

The geometry in XYZ format:
```
86
Properties=species:S:1:pos:R:3:forces:R:3
C 7.83404 -1.38684 -0.27001 -0.34 0.42 0.40
C 6.40555 -1.78610 -0.00027 0.22 -1.89 0.56
O 5.44835 -1.41664 -1.04154 -0.65 0.88 0.05
B 5.57431 -0.15276 -1.51791 1.30 -1.61 0.98
O 6.24034 0.23123 -2.57322 -0.09 -0.05 -0.33
N 4.75823 0.98594 -0.94679 0.52 -0.05 0.13
C 4.81083 1.57920 0.23941 -0.05 0.42 0.30
C 3.96400 2.61411 0.52327 -0.86 0.64 -0.19
C 3.03294 3.06660 -0.47373 0.18 0.12 0.83
C 2.10489 4.19123 -0.13447 0.13 -0.29 0.73
O 2.23043 5.26266 -0.60339 -0.25 0.89 -0.33
O 1.14723 3.86999 0.80274 -0.09 -0.25 -0.99
C 0.80370 2.53953 0.68120 0.26 -0.23 0.09
C 0.02894 2.09929 -0.39066 0.61 0.71 0.21
C -0.25488 0.75686 -0.46687 -0.52 -0.26 -1.19
N 0.11457 -0.16743 0.41531 0.33 0.11 -0.19
C 0.84430 0.29976 1.41808 0.06 -0.41 0.89
C 1.20872 1.62511 1.62102 0.36 -0.02 -0.06
C 2.97903 2.47788 -1.69681 1.61 -1.20 -0.43
C 3.89459 1.40085 -1.89024 -1.72 1.23 -0.04
H 8.47338 -2.05086 0.30494 -0.07 -0.16 0.05
H 8.05422 -0.38073 0.11139 0.09 0.09 -0.39
H 8.13083 -1.49691 -1.30956 -0.08 0.09 -0.08
H 6.08434 -1.46419 1.00049 -0.31 0.30 -0.28
H 6.38517 -3.00360 0.05276 -0.16 2.40 -0.21
H 6.17878 -0.43174 -3.32007 0.59 0.91 -0.79
H 5.52057 1.24708 0.98261 0.17 -0.29 -0.21
H 3.98056 3.12942 1.47775 -0.10 0.01 0.27
H -0.30500 2.83086 -1.11352 -0.21 -0.14 -0.14
H -0.83844 0.41879 -1.32039 -0.17 -0.11 0.14
H 1.16664 -0.41700 2.16408 -0.03 -0.11 -0.03
H 1.78896 1.89912 2.49275 -0.06 0.18 0.09
H 2.31453 2.80476 -2.49391 -0.05 0.18 0.08
H 3.96204 0.91593 -2.86286 5.45 3.17 2.05
Cl 7.09610 -4.53572 0.11232 0.44 -1.70 0.05
Mg -1.62307 2.31621 1.91386 -1.13 0.08 0.69
B 1.44146 5.73820 5.18215 0.17 1.00 -0.03
O 1.64320 4.51109 4.27902 -2.01 -0.73 2.15
C 1.34930 3.41901 4.98831 0.39 0.74 -0.89
O 1.40492 2.29725 4.56756 -0.04 -0.51 -0.06
C 0.93507 3.85114 6.39833 -0.14 0.59 0.69
O 0.60943 3.10316 7.27326 -0.05 -0.37 0.03
O 0.99269 5.16359 6.48150 0.06 -0.59 -0.41
F 0.47542 6.55318 4.63976 -0.20 -0.17 -0.09
F 2.62621 6.41486 5.33448 0.10 -0.16 0.07
F 5.62045 -0.00344 -4.83430 -1.86 -0.50 0.40
Ca 2.66221 0.21347 -3.33047 -4.17 -3.30 -3.00
Cl 3.23190 4.72170 2.82034 2.09 -0.04 -1.69
O -4.65936 -1.26267 -2.88834 0.34 3.47 0.70
P -5.61533 -1.15885 -1.71744 -2.19 -6.08 0.40
N -4.64914 -2.06880 -0.58124 0.94 -0.87 -0.29
C -5.13229 -2.92031 0.46673 -0.65 0.29 0.12
C -3.47064 -1.35340 -0.13572 -0.02 0.42 -0.34
N -6.89116 -2.13705 -2.41963 -0.09 -0.52 -0.04
C -6.88597 -3.57774 -2.26004 0.09 -0.04 0.44
C -7.12399 -1.82531 -3.82775 0.17 0.27 -0.09
N -6.68636 -0.55250 -0.44801 1.56 2.99 -0.80
C -8.00611 -1.12783 -0.15615 0.84 -1.26 -0.45
C -6.83028 0.92117 -0.54200 0.38 0.17 0.11
H -5.53533 -2.37321 1.33010 0.10 -0.09 0.11
H -4.29538 -3.54972 0.84280 0.07 0.15 0.12
H -5.88524 -3.62508 0.12560 -0.07 0.14 -0.04
H -3.70310 -0.58741 0.61856 0.16 -0.12 0.15
H -2.98634 -0.85690 -0.97821 -0.07 -0.02 -0.03
H -2.72452 -2.04246 0.29526 -0.05 0.00 0.10
H -5.89892 -4.02509 -2.46757 -0.04 -0.09 -0.03
H -7.61484 -4.03839 -2.92811 0.04 0.15 -0.14
H -7.21172 -3.86818 -1.25880 0.08 0.02 0.02
H -6.39304 -2.30821 -4.48882 0.03 0.07 -0.03
H -7.07203 -0.75045 -4.00461 0.00 -0.02 0.00
H -8.12281 -2.15517 -4.12040 -0.04 -0.02 0.17
H -8.69605 -1.04818 -0.97810 -0.08 0.03 -0.04
H -8.42871 -0.58890 0.68888 0.25 0.26 -0.09
H -7.92366 -2.17487 0.15805 0.16 -0.02 -0.21
H -7.42664 1.21254 -1.41052 -0.15 0.08 0.13
H -5.84094 1.39006 -0.63352 -0.02 -0.07 -0.02
H -7.30130 1.32368 0.35241 -0.12 -0.14 -0.01
Cl -10.48591 0.04925 0.11363 -1.27 0.58 0.18
O -2.34276 -5.18966 0.47193 -0.11 0.23 -0.18
H -1.78072 -4.97460 1.24388 -0.01 0.08 0.01
H -1.82568 -5.59679 -0.25038 0.02 0.02 -0.02
H -2.85444 -4.38909 0.16157 -0.14 -0.02 0.18
C 11.48885 -2.18798 -1.01315 0.00 -0.06 -0.06
O 12.50086 -2.87720 -0.94095 -0.07 0.08 0.03
O 10.74495 -1.88882 -0.04085 0.26 -0.08 -0.05
O 11.03413 -1.67089 -2.06675 -0.03 -0.02 0.11
```
Forces are in eV/Å.

multiplicity = 1
Kohn-Sham gap = 1.99 eV
total charge = -1

Atom charges from the Löwdin analysis, given in e for atoms 1 to 6: -0.12, -0.31, 0.07, -0.81, 0.21, 0.12